1.
ORCA calculation (ωB97M-V with the def2-TZVPD basis set) on C5H10 in the gas phase.

Element x y z (Å)
C1 0.670 -0.542 0.957
C2 -0.757 0.007 1.040
H1 2.103 -0.358 -0.706
C3 0.066 0.308 -1.257
H2 1.608 1.168 0.025
H3 0.641 -1.626 0.785
H4 -1.649 -0.928 -0.700
H5 0.151 -0.414 -2.076
C4 1.250 0.173 -0.270
H6 -1.993 0.795 -0.601
C5 -1.217 0.042 -0.426
H7 -1.416 -0.591 1.678
H8 -0.734 1.024 1.453
H9 0.049 1.301 -1.718
H10 1.253 -0.367 1.868

Values from the calculation:
SMILES: C1CCCC1
HOMO: -0.4062 Ha
maximum force: 0.167 eV/Å
calculated total energy: -5347.2645 eV

***

2.
ORCA calculation (ωB97M-V with the def2-TZVPD basis set) on a gas-phase ion, C6H14NO2 (charge +1) at a distorted geometry.

Element x y z (Å)
C1 1.139 1.138 -1.391
H1 1.272 2.736 0.311
H2 0.604 -0.080 0.470
C2 -0.288 0.650 -1.040
H3 0.849 1.865 -2.210
H4 -1.981 -0.967 2.596
H5 -0.712 0.222 -1.847
H6 0.700 -1.856 -1.109
H7 -1.338 -2.183 1.532
C3 -2.059 -1.400 1.638
N1 -0.336 -0.410 0.022
C4 1.776 1.821 -0.119
C5 -0.155 -1.749 -0.541
H8 1.966 0.440 -1.654
H9 -0.083 -2.251 0.404
O1 1.855 0.865 0.928
H10 -1.018 -2.144 -1.107
H11 2.788 2.313 -0.396
H12 -0.881 1.485 -0.718
H13 2.688 0.593 1.363
O2 -2.149 0.775 0.807
C6 -1.580 -0.244 0.803
H14 -3.056 -1.619 1.256

Values from the calculation:
SMILES: CC(=O)[N@@H+](C)CCCO
HOMO: -0.5498 Ha
maximum force: 3.560 eV/Å
charge: +1
calculated total energy: -12025.8862 eV

***

3.
ORCA calculation (ωB97M-V with the def2-TZVPD basis set) on C5H8O2 in the gas phase.

Element x y z (Å)
C1 2.052 -0.315 0.547
C2 -2.056 -0.676 0.092
C3 0.083 0.652 -0.591
H1 -2.793 -0.460 -0.690
H2 -2.144 0.085 0.873
H3 0.626 1.943 1.842
O1 0.538 0.983 1.802
O2 -0.137 -1.706 -0.853
C4 1.019 0.518 0.593
H4 -0.577 1.524 -0.521
H5 0.634 0.690 -1.536
H6 2.535 -0.645 1.457
C5 -0.680 -0.678 -0.518
H7 2.321 -0.786 -0.392
H8 -2.253 -1.669 0.500

Values from the calculation:
SMILES: C=C(O)CC(C)=O
HOMO: -0.3388 Ha
maximum force: 0.539 eV/Å
calculated total energy: -9408.6017 eV

***

4.
ORCA calculation (ωB97M-V with the def2-TZVPD basis set) on a molecular structure, C29H35CaF3N4O2P2 at a distorted geometry.

Element x y z (Å)
C1 1.026 1.934 -2.299
H1 -0.872 -5.575 4.375
C2 -3.809 2.113 -1.249
H2 4.146 0.987 3.183
C3 -0.759 -0.448 1.107
H3 -1.016 -0.161 0.062
H4 2.197 -3.378 1.426
C4 -0.019 0.719 1.806
C5 1.464 -3.260 0.630
C6 -1.229 -2.409 3.455
H5 3.842 1.026 -0.902
C7 0.674 1.749 -0.965
P1 0.090 -2.143 1.018
C8 2.383 3.478 1.978
P2 1.834 0.679 1.519
H6 -4.553 2.314 -2.037
H7 -3.842 3.374 -3.605
H8 -4.481 1.219 -4.055
N1 -0.954 -2.840 -0.277
C9 -0.892 -4.608 3.896
C10 -1.492 -3.403 4.386
H9 3.380 5.282 2.906
C11 2.830 1.243 -1.180
F1 5.833 -1.273 2.216
H10 -0.164 0.670 2.900
O1 4.214 0.455 0.898
C12 3.305 4.192 2.763
H11 4.963 3.381 4.096
N2 -0.457 -2.948 2.421
H12 -0.911 3.325 -3.954
H13 2.928 1.417 -3.386
N3 2.598 2.096 2.156
Ca1 1.200 -0.633 -1.591
H14 -2.625 3.468 -0.037
H15 1.626 3.844 1.290
F2 5.064 -2.875 0.913
H16 -2.985 -2.510 0.442
C13 -1.505 -4.059 -2.104
C14 -2.346 -2.934 -0.320
H17 -3.702 -3.877 -1.792
H18 -2.994 0.852 -4.975
C15 3.711 1.955 3.013
C16 -2.827 0.480 -2.865
C17 -1.767 3.175 -3.292
C18 -1.715 3.396 -1.973
C19 -0.455 -3.509 -1.407
H19 -1.401 -4.698 -2.971
H20 1.101 -4.237 0.288
H21 -3.557 4.267 -1.316
H22 -2.848 0.211 -0.730
H23 0.597 -3.675 -1.584
H24 -0.838 3.822 -1.472
H25 0.242 -4.945 1.991
O2 3.355 -1.193 -0.444
C20 -2.933 3.376 -1.093
H26 -4.368 1.967 -0.303
H27 -2.416 -0.495 -3.129
H28 -1.691 -0.676 1.645
C21 4.728 -1.745 1.577
F3 3.800 -2.067 2.562
C22 4.149 3.203 3.404
C23 -2.701 -3.668 -1.446
H29 -2.870 3.106 -5.082
C24 -0.301 -4.318 2.680
H30 -2.032 -3.297 5.319
H31 -0.214 2.038 -0.428
H32 1.992 -2.766 -0.199
C25 2.346 1.473 -2.464
C26 -3.002 2.803 -4.028
H33 -0.450 1.700 1.552
C27 -3.370 1.275 -4.026
H34 -1.524 -1.372 3.453
N4 1.788 1.309 -0.242
H35 0.452 2.514 -3.015
C28 -3.065 0.844 -1.596
C29 4.094 -0.736 0.507

Values from the calculation:
HOMO (spin up / spin down): -0.1744 / -0.1670 Ha
maximum force: 4.018 eV/Å
calculated total energy: -85859.8316 eV

***

5.
ORCA calculation (ωB97M-V with the def2-TZVPD basis set) on 5 unconnected molecules or ions with the total composition C38H66N6O8 at a distorted geometry.

Element x y z (Å)
H1 -6.979 -1.354 -1.052
N1 5.686 0.026 0.291
H2 -0.447 -1.903 3.304
C1 -3.350 -6.962 0.493
H3 -1.905 4.224 -2.012
C2 -2.062 1.239 -0.420
H4 0.283 -0.926 -0.139
H5 -0.018 -5.103 -2.385
H6 -1.514 -7.762 -2.032
C3 0.848 -4.617 -1.929
H7 6.639 -1.704 0.979
H8 0.904 -0.750 -2.671
H9 -0.734 3.146 -4.068
H10 -5.803 -2.421 -0.302
C4 0.111 -2.613 -3.249
O1 -2.263 8.900 0.853
H11 1.060 4.387 -2.971
C5 -2.255 -0.418 -2.156
H12 2.082 2.326 -1.142
C6 -4.589 6.939 2.751
H13 -5.062 -3.039 -2.418
H14 -4.234 6.029 2.269
C7 1.327 3.094 -1.303
H15 -2.734 6.932 0.985
C8 -0.159 2.572 -3.342
H16 -6.224 -1.910 -3.096
H17 7.021 -0.471 -1.235
N2 9.020 -0.169 4.895
H18 -1.112 4.084 -0.376
H19 9.773 -2.060 4.679
H20 -3.009 -2.469 -2.023
O2 -2.223 2.284 1.796
C9 -2.491 -8.008 -1.615
C10 4.543 0.629 0.648
H21 -0.874 -2.145 1.635
H22 -4.439 6.848 3.829
C11 -0.681 -1.371 2.378
H23 -3.220 4.100 0.610
N3 -3.865 8.088 2.246
C12 1.109 -0.856 0.572
H24 -2.449 -7.213 1.057
H25 -1.327 -0.943 -4.708
C13 -1.059 1.659 -2.519
C14 -4.258 4.742 -1.380
H26 10.511 0.957 5.836
H27 -0.541 -2.538 -2.376
H28 -0.559 -4.197 -0.478
H29 4.330 0.550 1.728
C15 0.579 -0.551 1.978
O3 -3.195 -1.963 0.455
H30 1.785 -0.050 0.274
H31 -3.150 -8.290 -2.437
H32 6.111 -0.591 2.250
H33 6.192 1.090 -1.438
C16 -5.380 -1.994 -2.408
H34 -5.656 7.052 2.549
H35 -0.220 0.422 -4.787
H36 -4.506 10.056 1.942
C17 1.309 -3.524 -2.905
H37 1.045 3.688 -0.433
O4 3.794 1.212 -0.117
O5 -4.239 3.230 -0.973
H38 -2.666 -1.844 -3.687
H39 0.483 1.901 -3.927
H40 5.310 -0.415 -1.720
C18 -2.314 1.345 1.055
C19 -2.358 -0.057 -0.826
C20 -2.803 -0.832 0.380
C21 -0.673 -0.304 -4.122
O6 -2.991 -5.554 -2.789
H41 0.369 0.515 2.091
H42 -3.297 9.854 3.213
H43 -2.393 -8.843 -0.926
H44 9.245 0.329 6.914
O7 -4.367 -1.129 -2.886
C22 -3.232 -5.716 -1.609
C23 9.864 0.102 6.043
C24 -3.207 3.894 -0.456
C25 -1.677 2.183 -1.358
H45 10.483 -0.763 6.267
H46 1.380 -0.788 2.683
H47 -5.366 -0.765 -0.607
C26 6.539 -0.654 1.254
H48 -2.610 -0.882 3.355
C27 9.052 -1.347 4.246
H49 1.337 -1.182 -4.332
H50 7.526 -0.195 1.265
C28 -1.319 0.330 -2.915
C29 -1.866 -0.466 2.674
H51 -5.340 4.629 -1.512
H52 -4.096 -7.744 0.649
C30 0.523 -1.177 -3.603
H53 -3.649 -4.907 -0.982
C31 -2.901 7.974 1.310
H54 -4.434 5.419 -0.475
H55 0.923 -4.304 0.124
H56 -1.472 0.416 3.178
N4 -2.506 0.018 1.446
C32 -1.818 3.664 -1.087
H57 7.083 0.496 4.465
C33 0.778 3.433 -2.517
H58 1.634 -5.345 -1.722
H59 -3.745 -6.018 0.862
O8 8.368 -1.626 3.279
N5 0.406 -3.965 -0.678
C34 6.080 0.057 -1.107
H60 8.203 1.747 5.051
H61 -0.475 -3.062 -4.057
H62 2.104 -2.920 -2.465
C35 -4.183 9.410 2.758
H63 8.342 1.121 3.393
N6 -3.035 -6.855 -0.918
C36 8.110 0.863 4.427
H64 1.672 -1.787 0.558
H65 1.625 -3.999 -3.837
C37 -3.023 -1.609 -2.689
H66 -4.975 9.336 3.499
C38 -5.920 -1.606 -1.018

Values from the calculation:
SMILES: C=CCc1c(CCCCCN)c(COCC)c2c(c1C[C@H]1CO1)C(=O)N(CCCC)C2=O.CN(C)C=O.CN(C)C=O.CN(C)C=O.CN(C)C=O
HOMO: -0.2621 Ha
maximum force: 2.604 eV/Å
calculated total energy: -65788.7879 eV

***

Question: maximum force of number 2 (C6H14NO2)?
Answer: 3.560 eV/Å

***

Question: calculated total energy of number 5 (C38H66N6O8)?
Answer: -65788.7879 eV